(1)
Formula: C14H28Cl2N4O4P3S
Source: OMol25
Level of theory: ωB97M-V/def2-TZVPD

Computed properties:
2S+1: 1
Net charge: +1
Orbital gap: 7.1 eV

Each line ends with the Löwdin charge.
CARTESIAN COORDINATES (ANGSTROEM)
H1 4.07978 -3.89931 2.21022  0.06
H2 -1.72898 1.98640 -0.12593  0.16
C1 3.93737 -1.76980 2.76790  -0.44
H3 4.75851 -1.29590 3.38258  0.09
H4 2.37907 -3.21449 0.93413  0.00
O1 -0.17084 3.31415 -0.24872  -0.09
N1 1.51027 -0.89222 0.28771  -0.23
C2 -3.70353 -0.65622 -6.06506  -0.09
C3 -0.65608 0.95399 3.62384  -0.26
H5 2.15380 1.33962 4.46041  0.06
C4 -2.19099 1.31247 3.62962  -0.55
N2 0.15943 0.96971 0.05450  0.03
H6 -3.14727 0.26534 -5.87874  0.07
H7 -0.79913 1.86877 -1.67030  0.10
C5 1.46869 -0.30911 1.59056  -0.29
H8 2.38534 -0.11945 -3.60813  0.06
H9 -0.19159 1.01000 4.64564  0.11
P1 2.36835 -2.35609 -0.20733  0.37
H10 -0.55192 2.63398 2.18179  0.10
H11 3.76620 0.53823 4.65669  0.09
N3 -4.39049 -1.03522 -4.84571  -0.01
O2 -6.14637 -1.52744 -3.54739  0.03
H12 3.87534 1.01191 1.82787  0.06
H13 -6.40812 -1.67258 -6.62558  0.09
P2 2.32413 -0.85822 3.18387  1.01
C6 0.14819 1.83366 2.54045  -0.11
H14 -7.67577 -1.14654 -5.50954  0.09
H15 -3.84016 -1.20446 -4.01714  0.08
C7 3.65269 1.61530 2.75126  -0.16
H16 -6.55781 0.05271 -6.17398  0.09
H17 3.01120 2.47674 2.40979  0.06
H18 -2.99854 -1.44809 -6.32698  0.08
H19 -4.39142 -0.49978 -6.89080  0.08
H20 4.19942 -1.56022 1.69856  0.00
H21 -2.79686 0.52870 4.14910  0.08
H22 4.78054 -3.50971 3.84006  0.08
P3 0.63607 -0.61937 -2.40289  0.62
S1 4.09653 -2.04352 -1.01217  0.21
C8 -5.72909 -1.20328 -4.64749  -0.55
C9 -6.64729 -0.97598 -5.81996  -0.01
C10 0.58130 0.85047 1.40527  -0.13
Cl1 -1.33682 -0.34793 -3.06374  0.28
H23 1.54426 -2.99276 -1.19284  -0.02
C11 2.95391 0.78529 3.91312  -0.37
C12 3.91007 -3.30658 3.15404  -0.17
Cl2 -2.43468 2.93359 4.44641  0.53
H24 2.96528 -3.64669 3.64590  0.06
N4 1.16487 3.40784 -0.64820  0.00
C13 -0.68868 2.00033 -0.56002  -0.12
O3 1.63822 0.41553 -3.27731  -0.33
H25 1.00796 2.33735 3.04237  0.09
O4 1.48684 4.51979 -0.45499  0.10
C14 0.74552 -0.12590 -0.57235  -0.37
H26 -2.55984 1.35778 2.56507  0.08
H27 4.64395 2.05363 3.06624  0.09
H28 -0.59081 -0.13645 3.32836  0.10

---

(2)
Formula: C5H7NO
Source: OMol25
Level of theory: ωB97M-V/def2-TZVPD

Computed properties:
2S+1: 1
SMILES string: CC1=CNC(=O)C1
Orbital gap: 9.3 eV

Each line ends with the Löwdin charge.
CARTESIAN COORDINATES (ANGSTROEM)
C1 -1.81205 0.69542 -0.48922  -0.06
H1 -2.72645 0.32287 -0.01631  0.07
H2 -1.86628 0.44096 -1.55597  0.08
H3 -0.32531 -1.76700 -0.97042  0.12
C2 1.59183 -0.92344 -0.03722  -0.44
O1 2.54149 -1.56792 -0.41602  0.07
H4 -1.81154 1.78902 -0.42153  0.08
H5 0.36919 1.98407 0.87166  0.12
C3 0.42195 0.93202 0.62298  -0.08
H6 2.50471 0.71337 0.94932  0.14
C4 -0.53321 0.17189 0.08372  -0.29
H7 -0.06423 -1.83208 0.76698  0.14
C5 0.06903 -1.19839 -0.12448  -0.04
N1 1.64087 0.23922 0.73651  0.08

---

(3)
Formula: C4H11NOS
Source: OMol25
Level of theory: ωB97M-V/def2-TZVPD

Computed properties:
2S+1: 1
SMILES string: C[C@@H](CS)NCO
Orbital gap: 9.3 eV

Each line ends with the Löwdin charge.
CARTESIAN COORDINATES (ANGSTROEM)
H1 -1.22027 0.84679 -1.27965  0.16
C1 0.24059 2.27415 -0.45807  -0.28
H2 -0.14114 2.87336 0.42770  0.13
C2 -1.80587 -0.17392 1.14885  -0.06
S1 1.24420 -2.41440 0.63668  0.64
H3 1.41597 2.09344 -0.39404  0.15
H4 -2.61240 0.27090 0.56533  0.08
H5 -2.03418 0.39841 2.08020  0.09
N1 -0.31225 0.88644 -0.66554  -0.11
H6 0.57691 -2.41137 1.90191  -0.11
C3 0.15665 -1.23835 -0.21580  -0.60
H7 0.93476 -1.03684 -1.05857  0.07
H8 -0.73557 -1.57376 -0.80271  0.09
O1 -0.11249 3.01176 -1.62020  -0.10
H9 0.25486 0.42407 1.24466  0.13
C4 -0.46384 0.00885 0.51750  -0.46
H10 -0.06416 2.44388 -2.44167  0.11
H11 -1.96153 -1.22212 1.23556  0.06

---

(4)
Formula: C25H44IrO2P2
Source: OMol25
Level of theory: ωB97M-V/def2-TZVPD

Computed properties:
2S+1: 6
Net charge: +2
Orbital gap (spin up / spin down): 6.8 / 5.6 eV

Each line ends with the Löwdin charge.
CARTESIAN COORDINATES (ANGSTROEM)
H1 -1.39401 3.10194 1.96330  0.10
H2 -3.15406 -1.87067 -3.13246  0.05
H3 -2.66496 3.32260 0.73441  0.08
H4 -1.76180 -2.64700 -0.34656  0.06
H5 2.69433 1.15304 -2.25377  0.08
O1 -3.41794 -0.98213 -0.10362  0.02
H6 1.43917 -1.08067 -2.61185  0.04
O2 -3.86365 1.25066 -0.39950  -0.14
C1 -2.27306 3.21999 -2.16609  -0.02
C2 -0.82552 -2.74021 -0.91921  -0.42
H7 2.76177 -1.56161 4.04968  0.14
H8 2.94608 0.61026 1.85507  0.10
P1 -0.94474 -1.41296 -2.21491  0.61
H9 -1.89031 4.11734 -2.67746  0.12
C3 0.62671 2.66935 0.05381  -0.18
H10 3.31958 -2.76329 1.55160  0.11
C4 -0.75514 2.88617 -0.06208  -0.20
H11 -0.86981 -3.67563 -1.49884  0.09
C5 1.57017 -1.58452 1.08201  -0.37
C6 1.43416 3.18305 1.20383  0.01
H12 3.91574 0.79539 3.28635  0.13
H13 -5.81385 0.43198 -0.22479  0.11
C7 1.84614 0.93568 3.68448  -0.13
H14 -5.53480 2.15273 0.25242  0.10
C8 0.11814 -0.81441 3.14685  -0.17
H15 1.43371 -5.03861 -0.66735  0.08
H16 -2.68258 2.52571 -2.91558  0.10
H17 -4.98869 0.82639 1.34159  0.11
H18 1.99849 -1.03706 0.19743  0.13
H19 0.52972 -3.90851 2.47277  0.07
C9 -1.60824 3.50987 0.96213  -0.01
H20 -1.44557 4.59863 1.01100  0.12
C10 0.64993 -1.67728 -3.09155  -0.23
H21 1.09032 2.74011 2.14911  0.07
H22 3.04671 1.35130 -0.51935  0.08
C11 2.60944 -2.02376 1.96101  -0.10
H23 -3.07297 3.53071 -1.48571  0.09
H24 -0.60834 -1.06696 1.13897  0.07
C12 1.82658 -4.01522 -0.58139  -0.16
C13 2.55240 1.81056 -1.38943  -0.02
C14 -0.04908 -4.01547 1.54447  -0.14
C15 0.21948 1.95683 -3.54357  -0.03
H25 0.27660 2.99913 -3.87747  0.12
C16 -1.18381 2.54456 -1.41090  -0.38
H26 2.49932 2.95387 1.08480  0.09
H27 0.58762 -1.70388 3.59147  0.11
C17 0.01230 1.91789 -2.06955  -0.38
H28 -0.61886 1.47581 -4.05716  0.09
P2 0.56943 -2.94875 0.18790  0.95
H29 0.95255 -2.73663 -3.08750  0.05
H30 2.73726 -4.05877 0.02991  0.06
C18 0.59904 0.45959 3.78698  -0.10
H31 0.54251 -1.35292 -4.13581  0.06
Ir1 -1.42778 0.48785 -1.50097  1.10
H32 -1.10122 -3.79537 1.75725  0.07
C19 1.11949 2.06256 -1.10439  -0.18
C20 -2.13634 -2.15939 -3.41520  -0.20
H33 -2.06950 -3.25472 -3.41921  0.06
H34 4.22282 -1.45279 3.09278  0.13
C21 3.13721 -1.22136 3.06778  -0.17
H35 1.35069 4.27736 1.31081  0.12
H36 -0.96465 -0.93921 3.34241  0.12
H37 2.07491 1.86658 4.21392  0.12
H38 0.45299 0.28893 1.26839  0.10
H39 2.07628 -3.63643 -1.57918  0.04
H40 3.10593 2.74224 -1.59326  0.12
H41 0.01501 -5.07152 1.24164  0.07
H42 1.15875 1.47027 -3.82706  0.08
C22 -5.13717 1.13125 0.29175  -0.02
C23 -3.11731 0.12208 -0.54697  -0.57
H43 -0.15218 0.97579 4.40255  0.12
C24 0.35017 -0.75387 1.62235  -0.19
C25 2.98228 0.33002 2.92443  -0.16
H44 -1.92402 -1.78446 -4.42971  0.06

---

(5)
Formula: C11H22N2O
Source: OMol25
Level of theory: ωB97M-V/def2-TZVPD

Computed properties:
2S+1: 1
SMILES string: C=CCCCCCCCCC(=O)NN
Orbital gap: 10.3 eV

Each line ends with the Löwdin charge.
CARTESIAN COORDINATES (ANGSTROEM)
H1 -2.83761 -1.34668 -0.76208  0.12
H2 2.52688 -2.64044 -0.98481  0.08
H3 -5.46427 0.13749 -1.23253  0.10
C1 -3.89210 0.19850 0.28626  -0.23
H4 4.33261 0.93305 1.11018  0.12
H5 0.57215 1.29014 1.30586  0.10
C2 -1.36582 0.06022 -0.08829  -0.22
H6 1.36564 -0.98074 0.93146  0.12
N1 1.91355 -2.61541 -0.16743  0.04
H7 -5.84563 -1.40642 1.37715  0.05
C3 -5.22065 -0.23434 -0.24520  -0.20
C4 2.84340 1.77124 -0.19139  -0.19
N2 2.17362 -1.39076 0.48728  -0.02
C5 3.27991 -0.66258 0.19963  -0.52
H8 2.67935 0.74006 1.71865  0.11
C6 -2.75687 -0.26465 -0.63287  -0.21
C7 1.40459 1.58361 -0.67482  -0.21
H9 2.94803 2.76072 0.25956  0.11
C8 -1.06708 1.55896 -0.05171  -0.21
H10 -1.27516 -0.35055 0.92122  0.11
H11 1.23061 2.26664 -1.50964  0.12
H12 -7.01119 -1.31140 -0.02914  0.05
H13 -3.88027 1.28926 0.35605  0.11
C9 -6.06465 -1.02119 0.39434  0.00
H14 -3.74294 -0.21088 1.28748  0.11
H15 0.42665 2.92561 0.67688  0.11
O1 4.15972 -1.10541 -0.51244  0.05
H16 -2.87668 0.19569 -1.61621  0.11
H17 2.19955 -3.38802 0.43694  0.08
C10 0.36040 1.86940 0.40441  -0.21
H18 3.51301 1.72178 -1.05230  0.12
H19 -0.63136 -0.44286 -0.72026  0.10
H20 1.28489 0.56997 -1.05898  0.10
C11 3.30246 0.71602 0.82476  -0.11
H21 -1.76264 2.04416 0.63551  0.10
H22 -1.22797 1.98531 -1.04432  0.12

---

(6)
Formula: C4H3I
Source: OMol25
Level of theory: ωB97M-V/def2-TZVPD

Computed properties:
2S+1: 1
Orbital gap (spin up / spin down): 7.3 / 8.3 eV

Each line ends with the Löwdin charge.
CARTESIAN COORDINATES (ANGSTROEM)
C1 0.31410 -1.60751 1.81108  0.09
H1 1.10571 -1.14719 2.32985  0.03
H2 0.80398 0.31697 -1.20912  0.02
H3 -0.72581 1.36704 -1.31512  0.11
C2 -0.74863 -1.28642 1.08738  -0.76
I1 -2.63683 -2.53481 1.21613  0.63
C3 -0.73510 -0.25990 0.02441  -0.10
C4 -0.11415 0.48775 -0.81897  -0.02

---

- Which of these has the highest 2S+1?
  C25H44IrO2P2

---

- Look up the 2S+1 of the fifth one.
  1

---

- Among the records above, which one has the highest 2S+1?
  C25H44IrO2P2